[1]
Computed, not measured: a cluster of 3 separate species, C13H33NO10P2 in total at a distorted geometry, with ωB97M-V/def2-TZVPD.

Summary:
**Orbital gap**: 10.044 eV
**Total charge**: 0

Structure (XYZ):
```
59
C13H33NO10P2 | OMol25 | ωB97M-V/def2-TZVPD
H 0.59 -3.71 -2.57
O 0.00 3.28 -1.11
O 3.48 -2.33 -2.40
H 0.89 -3.07 -0.94
H -1.86 3.40 -2.83
H -1.77 4.78 2.04
H -3.61 3.72 3.10
C 2.77 -3.37 -1.92
H 7.42 -1.62 0.40
H 1.11 -0.04 0.33
C -3.11 3.17 2.30
O -4.01 0.04 0.29
H -0.94 -1.18 -0.63
O 5.51 -2.47 -0.70
O 3.57 -1.00 -0.24
C -2.49 4.27 1.40
H -1.33 -0.81 0.98
O 0.41 1.75 -2.67
H 7.22 -3.23 0.90
H -7.43 -1.24 1.94
O -3.85 2.33 1.46
C 1.21 -3.03 -1.98
H 7.18 -1.94 -1.88
C 1.93 0.63 0.61
C -1.80 -1.02 0.02
H -2.90 -0.04 -1.52
H 4.07 0.84 0.34
C 3.24 0.35 -0.16
C -0.86 3.64 -3.16
H -5.64 -0.14 3.96
H -2.25 -2.00 0.01
H 6.92 -3.74 -1.73
H -2.37 1.03 -0.32
C -2.83 0.05 -0.43
C -6.29 -0.01 3.09
H -0.66 3.60 -4.24
H 1.86 1.70 0.40
H -7.19 0.50 3.42
P 4.52 -1.47 -1.46
H -2.36 2.58 2.83
P -4.19 0.80 1.79
H 2.15 0.42 1.66
O -3.48 0.11 2.94
C 6.82 -2.76 -1.26
H -0.57 4.68 -3.00
N -0.07 2.81 -2.24
H -7.04 -1.82 3.59
C 7.59 -2.64 0.06
H 3.00 -4.21 -2.57
O 5.19 -0.35 -2.22
H 3.06 0.71 -1.17
O -5.80 0.78 2.06
H 8.67 -2.73 -0.04
H -5.84 -1.84 2.19
H 3.04 -3.74 -0.93
H -3.22 5.05 1.18
H 0.91 -2.02 -2.23
H -1.92 3.89 0.55
C -6.66 -1.32 2.70
```

***

[2]
Computed, not measured: a structure of composition I4Li, with ωB97M-V/def2-TZVPD.

Summary:
**Orbital gap**: 5.212 eV
**Total charge**: -3

Structure (XYZ):
```
5
I4Li | OMol25 | ωB97M-V/def2-TZVPD
I -2.26 0.45 -1.76
Li -0.15 -0.29 0.19
I 1.64 1.92 -0.52
I 1.43 -2.70 -0.61
I -0.66 0.62 2.70
```

***

[3]
Computed, not measured: a cluster of 2 separate species, C23H30FNO9P2S2 in total at a distorted geometry, with ωB97M-V/def2-TZVPD.

Summary:
**Orbital gap**: 6.881 eV
**Total charge**: 0

Structure (XYZ):
```
68
C23H30FNO9P2S2 | OMol25 | ωB97M-V/def2-TZVPD
F 0.88 -4.55 4.35
O -0.13 -0.74 4.95
C -2.11 2.62 1.62
O -5.77 3.35 1.87
C 0.76 -3.61 1.17
H -4.78 2.23 4.20
H 1.25 -5.62 2.20
H 2.61 2.09 -1.14
H -0.78 1.75 -4.61
H -3.10 0.21 5.11
C 1.92 4.05 -5.55
H -5.98 1.51 1.29
H -0.68 2.84 -0.72
H 5.29 0.98 -0.44
H 0.86 0.80 -1.26
H -0.11 -4.83 -2.19
O -5.62 2.36 0.94
C -0.20 -3.80 3.77
H 2.56 3.20 -5.81
H -1.92 -4.27 2.39
S -0.66 5.21 0.74
C 0.42 -0.51 1.23
H 0.73 1.49 -5.50
H -1.18 -5.83 3.22
C 0.07 -1.38 2.50
C -3.42 2.85 2.44
O 2.91 -0.17 -3.17
C -0.49 -0.55 3.77
H 0.65 -0.71 -2.27
O 3.18 -4.18 -1.40
C 0.21 -2.93 2.48
H 0.74 -2.74 -3.32
H -2.27 -4.65 4.15
H 3.70 -0.69 -3.43
P 1.72 -3.73 -1.62
H -4.49 4.88 2.66
H 4.40 2.17 0.32
C -0.02 2.23 -5.23
H 1.39 4.40 -6.44
C 0.94 -1.20 -0.09
C 1.12 -2.77 -0.12
H -2.77 3.99 -0.67
O 0.78 -5.16 -1.91
S 0.73 3.57 -4.28
C -1.18 1.48 2.10
H -4.17 4.28 0.88
C 3.42 1.30 -1.26
C -2.85 0.86 4.20
O 1.50 2.95 -3.16
P -1.59 3.61 0.09
H 3.46 -0.99 -1.26
C -3.79 1.99 3.70
C -1.47 -4.74 3.33
O 1.69 -2.86 -3.08
C -4.45 3.98 1.96
H -0.62 -3.14 4.63
H 4.11 1.68 -2.12
O 0.99 1.94 0.91
C 2.83 -0.14 -1.70
H -0.49 2.64 -6.12
H 1.72 -5.58 0.42
N 4.34 1.20 -0.06
C -1.53 0.62 3.37
C 1.25 -0.29 -1.37
H 2.54 4.86 -5.16
C 0.19 1.08 1.34
H -0.08 -5.65 0.84
C 0.94 -5.22 1.18
```

***

[4]
Computed, not measured: a cluster of 2 separate species, C5H13NO in total at a distorted geometry, with ωB97M-V/def2-TZVPD.

Summary:
**Orbital gap**: 9.129 eV
**Total charge**: 0

Structure (XYZ):
```
20
C5H13NO | OMol25 | ωB97M-V/def2-TZVPD
H 2.19 0.73 -1.03
C -0.84 -0.93 -0.33
H 1.77 -0.99 -1.14
H -0.22 -0.90 3.07
H -0.27 -1.83 -0.56
H 1.57 -0.93 0.99
C -0.39 -0.40 2.08
N 0.24 0.11 -0.09
H 1.44 0.72 1.68
H -0.04 3.82 -2.48
H -1.16 0.45 2.04
C -1.23 -1.34 1.15
H 0.81 0.16 -2.09
O -0.66 3.23 -2.10
C 0.83 -0.15 1.21
C 1.27 0.03 -1.17
H -1.45 -0.64 -1.22
H -2.35 -1.29 1.36
H -0.69 -2.38 1.44
H -0.81 2.52 -2.80
```

***

[5]
Computed, not measured: a structure of composition C20H12Br4IN2O4Ru at a distorted geometry, with ωB97M-V/def2-TZVPD.

Summary:
**Orbital gap (alpha / beta)**: 6.686 / 5.844 eV
**Spin multiplicity**: 2
**Total charge**: 0

Structure (XYZ):
```
44
C20H12Br4IN2O4Ru | OMol25 | ωB97M-V/def2-TZVPD
N -4.75 -1.62 1.30
H -3.89 -1.71 -1.63
C -2.39 -0.28 1.92
H -0.11 1.64 4.18
H -4.29 0.20 4.72
C -4.63 -0.93 2.45
C 2.75 3.23 3.37
H -3.03 -3.10 -1.00
N -0.05 0.47 1.76
H 3.88 2.87 1.58
O -0.19 0.19 -2.38
C -1.39 2.03 -1.67
H -5.49 -0.94 3.11
C -3.51 -0.22 2.79
H -3.82 2.38 4.64
Br -2.81 4.18 -0.56
C -2.20 3.15 -2.00
C -2.53 3.40 -3.30
C -2.46 -1.11 0.80
Ru -0.01 0.03 -0.30
O -1.07 1.73 -0.47
C -3.72 -1.72 0.50
H -1.50 1.44 2.82
Br -2.44 2.98 -6.14
C 2.99 2.63 2.14
C -3.46 0.53 4.09
O -1.45 -1.33 0.01
H -4.81 -2.99 -0.81
Br -0.53 0.35 -5.38
C 2.09 1.70 1.65
Br -3.68 4.83 -3.72
O -3.55 1.94 3.83
C -3.87 -2.43 -0.81
C 1.63 2.87 4.09
H -2.53 0.31 4.62
C -2.02 2.57 -4.36
C 0.91 1.37 2.31
I 2.56 0.78 -0.16
C -1.27 0.58 2.19
C 0.74 1.94 3.58
H 3.45 3.97 3.75
H 1.44 3.30 5.07
C -0.91 1.18 -2.72
C -1.23 1.49 -4.07
```

***

[6]
Computed, not measured: a structure of composition C38H34AsN8OPPt at a distorted geometry, with ωB97M-V/def2-TZVPD.

Summary:
**Orbital gap (alpha / beta)**: 5.185 / 4.034 eV
**Spin multiplicity**: 5
**Total charge**: +2

Structure (XYZ):
```
84
C38H34AsN8OPPt | OMol25 | ωB97M-V/def2-TZVPD
C 3.21 -2.11 2.12
Pt -0.58 -0.26 1.49
C -2.47 -5.50 1.67
C -5.14 3.98 0.07
C 4.58 -2.18 2.13
H 0.75 -2.76 -1.16
H -3.87 -7.18 1.70
H -5.68 -3.37 1.05
P 0.16 2.55 -2.41
H -2.13 1.86 -3.29
N 0.64 1.28 1.24
C -0.74 3.63 -1.23
H 0.52 4.26 -4.12
H 3.12 -2.69 -4.56
N 2.67 0.30 2.16
C -1.26 -3.24 1.65
H -3.42 4.42 -1.05
C 1.19 -2.89 -2.21
C 1.43 3.40 1.09
H 4.16 -0.25 -2.43
C -4.88 -5.33 1.46
C -5.89 3.04 0.78
C -3.73 -6.11 1.62
H -6.12 0.95 1.27
N -3.85 -0.93 1.02
C 1.87 1.32 1.91
H 2.00 -3.62 -2.15
H 3.65 -1.23 -0.98
C 2.52 -1.77 -4.64
C 1.69 4.76 0.88
H 1.64 -2.00 -5.27
H -6.79 3.27 1.29
N -0.01 -3.64 1.74
C -3.08 -1.96 1.35
C -3.36 2.39 -0.19
N -1.72 -1.96 1.61
C 2.29 -1.00 2.14
C 0.38 2.52 0.78
C 5.17 -3.34 1.67
H -1.56 -6.12 1.77
As 1.88 -1.17 -2.88
H 5.19 -1.34 2.40
H 6.25 -3.37 1.69
C 1.17 3.74 -3.42
H -1.31 3.06 -4.29
C 2.45 -3.26 1.82
C -3.40 0.28 0.74
H -0.82 1.37 -4.32
C 3.02 -4.42 1.34
C -5.45 1.70 0.86
C -2.39 -4.13 1.55
C 4.40 -4.39 1.17
H 1.05 5.33 0.20
H -5.51 4.99 -0.03
H 1.72 4.43 -2.78
H 0.38 -3.14 -2.91
H 3.10 -0.98 -5.13
H 1.88 3.08 -3.96
H 2.38 -5.32 1.13
C -1.16 2.18 -3.69
C -3.54 -3.36 1.29
H 4.02 5.20 3.29
C -3.93 3.64 -0.50
N 1.00 -1.44 2.07
C 3.68 -1.18 -2.10
C 3.28 3.29 2.76
H 4.93 -5.24 0.77
H -1.25 3.65 0.71
C -2.06 1.94 0.12
H 2.84 6.44 1.53
H 3.94 2.77 3.44
H 4.26 -2.01 -2.52
C -4.79 -3.97 1.22
C 1.04 -2.84 1.91
H -1.72 3.88 -1.61
C 2.33 2.68 1.97
C 3.36 4.69 2.64
C -4.22 1.36 0.41
O 1.00 1.55 -1.77
N -2.07 0.70 0.67
H -0.21 4.61 -1.02
N -0.90 2.90 0.09
C 2.64 5.39 1.67
H -5.85 -5.81 1.46
```

***

Total energy / eV: -54559.145, -32611.349, -87207.727, -8931.166, -322955.846, -127284.125